# 1
Density functional theory data (ωB97M-V/def2-TZVPD) for a 7-piece molecular cluster, C28H55Cl13NO3S overall at a distorted geometry.

```
101
Properties=species:S:1:pos:R:3:forces:R:3
C 0.509 -2.654 0.370 -0.195 -0.398 0.140
C -0.502 -1.479 -0.244 -0.780 -1.590 -0.107
C -0.199 -1.226 -1.834 0.524 -0.603 0.315
C 0.621 0.157 -2.174 0.494 -0.021 -1.077
C -0.400 1.275 -2.803 0.513 0.887 0.597
C -1.882 1.337 -2.106 -0.612 1.152 -1.162
C -3.006 0.669 -3.142 0.913 -0.402 -0.835
C -4.022 -0.344 -2.349 0.137 1.937 0.857
S -4.283 -2.009 -3.168 -0.977 -1.786 -6.623
O -5.661 -2.087 -3.877 4.031 0.541 3.470
O -3.205 -2.409 -4.204 -2.705 1.722 4.269
Cl -4.149 -3.448 -1.615 -0.206 1.143 -0.777
C 1.692 -0.233 -3.386 -0.036 -0.494 1.966
C 2.818 0.917 -3.677 -0.056 -1.421 -3.411
C 2.561 1.411 -5.256 -0.266 1.052 0.554
C 4.293 0.188 -3.691 0.208 -0.099 -0.802
N 2.723 2.164 -2.841 3.181 -0.757 0.713
O 3.717 3.038 -3.110 -2.595 -1.720 0.370
C 2.587 1.914 -1.363 -0.912 1.437 2.901
C 4.006 1.726 -0.550 0.636 0.777 0.293
C 1.913 3.313 -0.737 -0.989 0.049 -0.701
C 1.562 0.711 -0.933 -0.148 -0.920 -0.022
H -0.041 -3.285 1.220 1.255 1.601 -1.705
H 1.506 -2.207 0.792 -1.919 -0.810 -0.760
H 0.805 -3.461 -0.458 -0.740 1.956 1.645
H -1.591 -1.964 -0.185 2.225 1.081 -0.079
H -0.548 -0.515 0.417 0.370 -1.843 -1.298
H -1.212 -1.351 -2.429 2.146 0.597 1.001
H 0.485 -2.136 -2.195 -1.533 1.973 0.779
H 0.064 2.369 -2.691 -0.802 -2.481 -0.299
H -0.476 1.078 -3.957 -0.114 0.343 2.217
H -1.943 0.907 -1.019 0.259 0.623 -2.151
H -2.178 2.491 -2.050 0.641 -2.525 0.137
H -2.408 0.067 -3.980 -1.381 1.137 1.936
H -3.568 1.533 -3.744 0.945 -2.071 1.577
H -5.075 0.179 -2.294 1.913 -1.572 0.011
H -3.573 -0.517 -1.279 -1.074 -0.028 -2.115
H 2.283 -1.183 -2.975 -1.267 1.946 -0.958
H 1.065 -0.572 -4.314 1.395 0.822 1.597
H 1.856 2.363 -5.163 1.534 -1.924 -0.411
H 3.576 1.734 -5.769 -2.220 -0.694 1.052
H 1.982 0.619 -5.893 1.383 1.354 1.279
H 4.589 -0.343 -2.691 -0.588 1.210 -1.800
H 5.127 0.954 -4.068 -1.863 -1.631 1.129
H 4.242 -0.668 -4.518 -0.030 1.837 1.750
H 4.846 1.171 -1.144 -1.798 0.875 1.042
H 4.442 2.811 -0.308 -0.972 -2.384 -0.581
H 3.829 1.187 0.500 0.203 1.156 -2.444
H 2.312 3.563 0.339 -0.703 -0.532 -2.229
H 0.741 3.131 -0.663 2.410 0.470 -0.027
H 2.041 4.224 -1.497 0.087 -2.010 1.839
H 0.918 1.064 0.006 1.402 -0.636 -2.212
H 2.213 -0.194 -0.533 -1.344 1.684 -0.949
Cl 1.678 1.329 2.676 0.017 -0.061 -0.144
C 2.602 1.483 4.192 0.193 0.165 0.334
C 3.639 2.592 4.122 -0.243 0.019 0.204
Cl 4.969 2.201 3.002 0.108 -0.037 -0.136
H 3.062 0.514 4.409 -0.036 0.205 -0.131
H 1.878 1.700 4.983 0.393 0.003 -0.392
H 4.090 2.742 5.108 -0.236 -0.138 -0.659
H 3.195 3.540 3.803 0.060 -0.250 -0.053
Cl 4.978 -1.789 -0.151 -0.018 -0.101 -0.047
C 5.902 -1.635 1.364 0.148 0.074 0.327
C 6.939 -0.526 1.294 -0.206 0.086 0.205
Cl 8.269 -0.917 0.174 -0.028 -0.008 -0.047
H 6.362 -2.604 1.581 -0.042 0.223 -0.159
H 5.178 -1.418 2.155 0.125 0.087 -0.140
H 7.390 -0.376 2.280 -0.117 -0.101 -0.134
H 6.495 0.422 0.975 0.042 -0.259 -0.017
Cl 0.778 1.876 7.001 -0.196 0.024 0.267
C 1.702 2.030 8.516 0.224 0.331 0.185
C 2.739 3.139 8.446 -0.330 0.044 0.273
Cl 4.069 2.748 7.327 0.082 -0.009 0.527
H 2.162 1.061 8.733 -0.076 0.214 -0.113
H 0.978 2.247 9.307 0.311 0.079 -0.463
H 3.190 3.290 9.432 -0.087 -0.122 -0.145
H 2.295 4.087 8.127 0.080 -0.264 -0.033
Cl -3.255 -3.687 -8.749 0.021 0.008 -0.097
C -3.989 -2.971 -7.291 -0.175 0.103 0.307
C -5.398 -2.462 -7.548 -0.008 -0.267 0.283
Cl -5.413 -1.037 -8.618 0.004 0.030 -0.069
H -3.330 -2.173 -6.937 -0.195 -0.176 -0.135
H -4.011 -3.757 -6.530 -0.063 0.188 -0.131
H -5.860 -2.155 -6.605 0.211 -0.047 -0.086
H -6.029 -3.233 -8.001 0.224 0.167 -0.009
Cl 0.253 1.007 11.118 -0.193 -0.271 0.435
C -1.154 1.969 11.637 -0.351 0.172 0.190
C -2.433 1.540 10.936 -0.055 -0.056 0.234
Cl -2.419 1.947 9.202 0.097 -0.024 0.028
H -0.929 3.025 11.454 -0.052 -0.247 -0.070
H -1.255 1.825 12.716 -0.023 -0.037 -0.201
H -3.290 2.060 11.375 0.213 -0.020 -0.026
H -2.603 0.463 11.031 0.142 0.232 -0.059
Cl -9.497 -6.139 -1.637 -0.038 0.002 0.016
C -9.041 -5.230 -3.100 0.112 0.159 -0.244
C -8.649 -3.795 -2.786 0.260 -0.160 -0.181
Cl -10.040 -2.819 -2.251 -0.028 -0.008 0.051
H -9.879 -5.274 -3.802 0.124 0.071 0.236
H -8.194 -5.757 -3.548 -0.077 0.156 0.117
H -8.250 -3.313 -3.684 -0.066 -0.129 0.138
H -7.882 -3.748 -2.006 -0.228 -0.059 -0.137
```
Positions in Å, forces in eV/Å.

The value obtained for the HOMO-LUMO gap (spin up / spin down) is 7.49 / 8.32 eV. The total energy comes out at -7760.67390 Ha. Its spin multiplicity is 2. The calculation puts the energy above the lowest of the compared OMol25 structures with the same formula, charge and spin at 854.0 kJ/mol. As for the HOMO energy (spin up / spin down): -8.8 / -9.6 eV. The expectation value of S² is 0.7545.

# 2
Density functional theory data (ωB97M-V/def2-TZVPD) for one molecule with the formula C12H10N2 at a distorted geometry.

```
24
Properties=species:S:1:pos:R:3:forces:R:3
C 0.225 2.636 -0.046 1.936 -0.717 2.838
C -1.080 0.432 -0.168 1.954 -0.112 -0.865
C -2.459 0.807 -0.033 1.186 -1.572 -0.440
C -3.305 -0.313 0.069 -1.254 -0.118 3.048
C -2.814 -1.682 0.185 -3.798 0.760 -0.776
C -1.532 -1.998 -0.167 3.317 -2.029 -1.023
C -0.622 -0.936 -0.323 -0.759 1.019 0.546
C 0.848 -0.964 -0.379 0.389 1.636 1.443
C 1.837 -1.930 -0.138 -0.373 -1.138 0.673
C 3.463 -0.425 0.121 0.620 2.347 0.076
C 2.623 0.688 0.069 0.082 1.166 0.209
C 1.263 0.429 -0.159 -1.113 -1.646 -0.972
H -0.325 2.924 0.832 -0.414 0.485 0.240
H -0.130 2.985 -0.910 -1.492 2.609 -3.113
H 1.288 2.952 0.108 -0.945 -0.349 -0.269
H -2.815 1.841 -0.013 0.207 -0.456 0.064
H -4.421 -0.163 0.544 2.812 -0.211 -1.821
H -3.745 -2.339 0.398 2.387 0.362 -0.426
H -0.900 -3.044 -0.409 -2.704 2.372 1.153
H 1.744 -3.005 0.048 -1.320 0.242 -0.658
H 4.509 -0.154 0.184 0.281 -0.456 0.315
H 3.099 1.706 0.303 -1.036 -1.588 -0.630
N 0.134 1.238 -0.230 0.035 -2.576 1.076
N 3.116 -1.683 0.114 0.002 -0.029 -0.688
```
Positions in Å, forces in eV/Å.

The value obtained for the HOMO-LUMO gap is 8.64 eV. The total energy comes out at -572.71516 Ha. Its spin multiplicity is 1. The SMILES is Cn1c2ccccc2c2cnccc21. The calculation puts the energy above the lowest of the compared OMol25 structures with the same formula, charge and spin at 131.8 kJ/mol. As for the HOMO energy: -8.2 eV.

Which formula does entry 2 have?
C12H10N2

Which of these has the highest energy above the lowest of the compared OMol25 structures with the same formula, charge and spin?
C28H55Cl13NO3S

Number 1 is which compound?
C28H55Cl13NO3S

The lowest energy above the lowest of the compared OMol25 structures with the same formula, charge and spin belongs to which entry?
C12H10N2